# 1
Entry from OMol25: C2H3N3O3 as an isolated structure at a distorted geometry (the ωB97M-V functional and the def2-TZVPD basis).

Structure (XYZ):
```
11
Properties=species:S:1:pos:R:3:forces:R:3
C -0.8275 0.4251 0.2159 -1.449 -0.296 -0.930
C 1.4104 -0.3427 0.1768 3.333 -0.790 -3.340
H -1.3942 -1.4847 0.2963 -4.291 1.275 -2.947
H 1.8068 1.7980 0.5758 -0.920 -1.440 -0.671
H 3.2908 -0.7499 -1.3083 -3.566 -0.637 4.188
N -2.0858 0.3780 -0.2321 5.178 -1.522 1.455
N 1.2684 1.1312 -0.0488 4.158 -2.844 0.902
N 2.4792 -1.2133 -0.3558 -3.917 4.645 0.398
O -2.3778 -1.0000 -0.3279 3.218 -1.803 3.363
O -0.0111 1.4584 -0.1529 -3.194 0.565 0.705
O 0.0347 -0.7246 0.7979 1.451 2.848 -3.124
```
Forces are in eV/Å.

Summary:
- charge = 0
- HOMO energy (eV) = -9.16
- relative energy (zero: lowest compared OMol25 entry of this formula, charge and spin) (kcal per mole) = 206.6
- spin multiplicity = 1

Atomic partial charges in e from the natural (NBO) method, atoms 1 to 4: number 1, C, carries 0.641; number 2, C, carries 0.629; number 3, H, carries 0.476; number 4, H, carries 0.401

=====

# 2
Entry from OMol25: a single C2H3N3O3 molecule at a distorted geometry (the ωB97M-V functional and the def2-TZVPD basis).

Structure (XYZ):
```
11
Properties=species:S:1:pos:R:3:forces:R:3
N -1.4656 -1.2741 1.1698 0.504 1.866 4.680
N -1.2168 -0.7949 -0.0342 3.865 1.906 -2.104
C -0.1289 -0.0654 -0.2084 -3.079 -1.054 -1.521
O 0.5911 0.5885 0.7081 -0.845 -0.356 1.749
N 1.4607 1.5125 0.0801 0.708 -1.085 -0.781
O 1.4507 1.1399 -1.3783 0.134 0.214 0.651
C 0.4420 0.2666 -1.5711 -2.317 -2.585 0.200
O 0.0467 -0.3217 -2.5592 1.598 2.017 0.831
H -0.9995 -0.6620 2.0370 -1.729 -1.973 -2.683
H -2.4737 -1.4029 1.3151 0.692 0.042 -0.066
H 2.2934 1.0134 0.4412 0.470 1.009 -0.955
```
Forces are in eV/Å.

Summary:
- charge = 0
- SMILES string = N/N=c1\o[nH]oc1=O
- HOMO energy (eV) = -8.78
- relative energy (zero: lowest compared OMol25 entry of this formula, charge and spin) (kcal per mole) = 86.1
- spin multiplicity = 1

Atomic partial charges in e from the natural (NBO) method, atoms 1 to 4: number 1, N, carries -0.601; number 2, N, carries -0.208; number 3, C, carries 0.282; number 4, O, carries -0.379

=====

# 3
Entry from OMol25: a single C2H3N3O3 molecule at a distorted geometry (the ωB97M-V functional and the def2-TZVPD basis).

Structure (XYZ):
```
11
Properties=species:S:1:pos:R:3:forces:R:3
N -2.1409 -0.0664 -0.0752 -2.227 -0.300 0.922
N -0.8597 -0.2984 0.2168 0.811 1.826 -0.166
O -0.3417 -1.4931 0.0044 -1.651 -4.769 -1.042
N 0.9903 -1.4377 -0.1497 1.438 -0.804 0.796
C 1.3222 -0.2462 0.1099 -1.374 2.400 -1.255
O 2.4764 0.3843 0.0898 3.165 -2.556 -1.302
C 0.0749 0.5981 0.0347 3.038 2.484 1.302
O -0.0148 1.8072 -0.0798 -0.421 -0.352 -0.105
H -2.4411 0.3019 0.8087 -1.283 -0.091 0.415
H -2.2761 0.7303 -0.6801 0.666 0.087 -0.838
H 3.2105 -0.2802 -0.2794 -2.160 2.073 1.272
```
Forces are in eV/Å.

Summary:
- charge = 0
- SMILES string = Nn1onc(O)c1=O
- HOMO energy (eV) = -9.46
- relative energy (zero: lowest compared OMol25 entry of this formula, charge and spin) (kcal per mole) = 73.6
- spin multiplicity = 1

Atomic partial charges in e from the natural (NBO) method, atoms 1 to 4: number 1, N, carries -0.610; number 2, N, carries 0.003; number 3, O, carries -0.159; number 4, N, carries -0.149

=====

no.,DFT total energy (eV),orbital gap (eV)
1,-12724.9979,8.32
2,-12730.2235,9.23
3,-12730.7645,9.94